DFT (ωB97M-V with the def2-TZVPD basis set) results for C32H57N2O2P2Pt as an isolated structure.

Values from the calculation:
spin multiplicity: 3
F_max: 7.52 eV/A
ΔE to the lowest compared entry with this formula, charge and spin: 0.065 eV
expectation value of S²: 2.026
HOMO level (spin up / spin down): -6.77 / -10.86 eV
total energy: -63001.627 eV
total charge: +1

```
96
Properties=species:S:1:pos:R:3:forces:R:3:lowdin_charge:R:1
C 2.17635 -1.34784 -0.83802 1.1 -1.6 0.6 -0.39
C 1.19040 0.53357 -1.90084 0.7 -0.1 -0.9 -0.38
C 3.20662 -1.34422 -1.76411 0.0 0.0 -0.5 -0.03
C 2.10436 0.41536 -2.97163 -2.9 1.5 1.2 -0.05
C 3.15184 -0.48748 -2.85985 1.9 -1.6 0.1 -0.11
H 4.02283 -2.06044 -1.62508 -0.3 0.2 -0.2 0.12
H 1.99001 1.09068 -3.81087 0.2 0.0 0.1 0.11
H 3.91079 -0.51083 -3.62505 0.1 -0.1 0.0 0.09
N 1.23094 -0.39347 -0.86796 -2.2 1.8 0.9 -0.12
P 0.31924 -2.50745 0.88740 0.9 -0.4 -0.7 1.04
P -0.19522 2.08278 -0.07116 0.1 0.3 -0.3 1.05
C 2.04979 -2.40037 0.25058 0.4 0.3 -0.3 -0.25
H 2.39720 -3.37901 -0.11526 -0.2 0.2 0.1 0.09
H 2.70372 -2.13014 1.09596 -0.3 -0.1 0.0 0.09
C -1.51654 -0.26956 1.93222 -3.5 0.1 3.7 -0.39
O -2.35681 -0.32174 2.75780 3.0 0.1 -3.0 0.08
C 0.26582 1.62028 -1.71509 0.0 0.1 -2.5 -0.25
H 0.12373 2.32135 -2.59351 0.3 -1.0 1.3 0.10
C -1.80329 3.14021 -0.15945 0.2 -0.2 0.2 -0.63
C 1.28800 3.22461 0.16204 -0.2 0.2 0.3 -0.64
C -0.57248 -3.62659 -0.35904 -0.3 0.2 0.2 -0.65
C 0.52140 -3.35594 2.55335 -0.3 0.0 0.0 -0.66
C -2.98714 2.32163 0.37509 -0.1 -0.1 0.0 -0.10
H -2.87184 2.09281 1.44006 0.0 0.1 -0.1 0.07
H -3.90343 2.92023 0.25378 0.2 -0.1 0.1 0.10
H -3.12172 1.38474 -0.17041 0.0 0.1 0.1 0.05
C -1.69318 4.40280 0.70263 -0.1 0.2 0.1 -0.09
H -1.46369 4.16583 1.74882 0.0 0.1 -0.2 0.08
H -0.95600 5.11378 0.31428 -0.2 -0.2 0.2 0.06
H -2.66700 4.91567 0.68841 0.2 -0.2 0.0 0.10
C -2.11493 3.54181 -1.59970 -0.1 0.2 -0.2 -0.08
H -3.02718 4.16231 -1.58844 0.2 -0.3 0.0 0.11
H -1.32883 4.15751 -2.05422 -0.1 -0.2 0.1 0.08
H -2.30179 2.65960 -2.22693 0.0 0.4 0.2 0.05
C 1.24457 3.84040 1.56249 0.3 0.4 0.4 -0.09
H 0.86142 3.12919 2.30694 0.1 0.2 -0.2 0.05
H 2.26831 4.10859 1.85879 -0.2 0.0 0.0 0.10
H 0.64696 4.75637 1.60120 0.2 -0.3 0.1 0.07
C 2.59554 2.42992 0.04751 0.2 -0.3 0.1 -0.08
H 2.64052 1.62985 0.79662 0.0 0.1 -0.3 0.06
H 2.75482 2.01196 -0.94999 0.0 0.1 0.2 0.08
H 3.42497 3.12754 0.23700 -0.2 -0.1 0.0 0.10
C 1.28093 4.30816 -0.94120 0.3 0.4 0.0 -0.06
H 0.80527 4.01562 -1.88203 0.1 0.0 0.3 0.06
H 0.81572 5.24222 -0.60426 0.1 -0.2 -0.1 0.08
H 2.32549 4.53588 -1.19900 -0.3 0.1 0.1 0.10
C -0.86291 -3.73162 3.11005 0.0 -0.1 0.1 -0.08
H -0.71469 -4.19086 4.09934 -0.1 0.1 -0.2 0.10
H -1.50383 -2.84868 3.24084 0.1 -0.2 0.0 0.07
H -1.39099 -4.46417 2.48584 0.2 0.2 0.2 0.07
C 1.18774 -2.37850 3.53155 0.0 0.2 0.1 -0.10
H 2.19444 -2.08800 3.20760 -0.2 0.0 0.1 0.08
H 0.59345 -1.46916 3.67528 0.1 -0.2 -0.1 0.05
H 1.28402 -2.87733 4.50852 -0.1 0.1 -0.3 0.10
C 1.41894 -4.60584 2.46979 0.0 -0.2 0.0 -0.08
H 2.33760 -4.42908 1.89538 -0.2 -0.1 0.2 0.08
H 1.71853 -4.87265 3.49402 -0.1 0.1 -0.2 0.10
H 0.90204 -5.47561 2.05302 0.2 0.3 0.1 0.07
C -0.16096 -3.25529 -1.79205 0.1 0.2 0.0 -0.09
H 0.89935 -3.45767 -1.98920 -0.2 0.1 0.0 0.09
H -0.75314 -3.86466 -2.49224 0.1 0.1 0.2 0.10
H -0.36799 -2.19884 -2.00524 0.2 -0.3 0.1 0.04
C -2.08852 -3.38597 -0.21639 -0.1 -0.1 0.0 -0.09
H -2.35843 -2.37998 -0.55963 0.1 -0.3 0.1 0.04
H -2.61458 -4.11973 -0.84684 0.1 0.2 0.2 0.10
H -2.43830 -3.50608 0.81759 0.0 0.0 -0.3 0.07
C -0.25663 -5.11184 -0.14639 0.0 -0.2 -0.1 -0.09
H 0.82224 -5.31803 -0.18199 -0.3 0.0 0.0 0.09
H -0.67999 -5.50845 0.78519 0.2 0.1 -0.3 0.07
H -0.72170 -5.67547 -0.97069 0.1 0.2 0.2 0.10
Pt -0.22214 -0.23033 0.63815 1.5 -0.5 -0.1 0.97
N -1.79785 -0.33485 -1.12223 -0.2 3.3 -6.8 0.09
C -1.67505 0.23950 -2.20509 -0.8 -3.7 5.5 -0.16
C -2.10189 0.29949 -3.63906 1.1 0.7 0.6 -0.57
C -1.46083 1.38642 -4.49444 -0.1 0.1 -0.4 -0.04
C -1.66941 -1.04644 -4.18893 0.1 -0.8 0.0 -0.04
C -3.60455 0.46878 -3.49708 -0.9 -0.2 0.3 -0.02
H -1.67000 2.39925 -4.15194 0.0 0.0 0.0 0.07
H -0.38014 1.25402 -4.59583 -0.1 0.0 0.1 0.08
H -1.89752 1.28419 -5.49828 0.1 0.1 0.2 0.10
H -2.02986 -1.85181 -3.53586 0.0 0.1 -0.3 0.08
H -2.08164 -1.19100 -5.18674 0.0 0.0 -0.1 0.10
H -0.57214 -1.10920 -4.23644 -0.3 0.0 0.0 0.10
H -4.00525 1.13863 -4.25038 -0.1 -0.1 -0.2 0.09
H -4.05572 -0.52428 -3.57089 -0.2 0.2 -0.1 0.10
H -3.88232 0.87100 -2.50886 0.1 -0.1 -0.5 0.08
C 2.99373 1.30276 4.45975 0.2 -0.1 -0.3 -0.01
C 1.73734 1.05183 3.66618 0.1 0.1 0.5 -0.52
C 0.45765 1.40415 4.39916 -0.2 0.1 -0.2 -0.02
O 1.74840 0.58658 2.54683 0.3 0.2 0.5 -0.04
H 3.09253 2.37822 4.65712 0.0 -0.2 0.0 0.10
H 3.85500 0.94547 3.89081 0.0 0.1 0.2 0.09
H 2.93162 0.78783 5.42619 0.0 0.1 -0.1 0.10
H -0.29954 1.74819 3.68555 0.1 -0.1 0.2 0.07
H 0.06574 0.50977 4.90660 0.1 0.2 -0.1 0.09
H 0.64165 2.17712 5.15253 -0.1 -0.2 -0.1 0.09
```
Positions in Å, forces in eV/Å.

DFT (ωB97M-V with the def2-TZVPD basis set) results for an isolated ion of composition CIN4 and charge -1.

Values from the calculation:
F_max: 4.05 eV/A
ΔE to the lowest compared entry with this formula, charge and spin: 1.884 eV
HOMO level: -3.89 eV
total energy: -15096.488 eV
total charge: -1

```
6
Properties=species:S:1:pos:R:3:forces:R:3:lowdin_charge:R:1
C -0.23201 0.59596 0.94914 2.5 -3.1 -0.7 -0.89
N 0.55497 -0.85986 -0.64859 0.4 -0.6 -0.4 -0.29
N 0.87712 -0.80722 0.53575 -1.9 2.9 2.1 -0.04
N -0.77207 0.81701 -0.17209 -0.5 0.8 0.7 -0.18
N -0.33261 -0.01935 -1.12636 -0.6 0.1 -1.5 -0.19
I -0.51497 1.58033 2.75818 0.0 -0.1 -0.3 0.59
```
Positions in Å, forces in eV/Å.

DFT (ωB97M-V with the def2-TZVPD basis set) results for an isolated ion of composition C6H14NSi and charge +1.

Values from the calculation:
F_max: 5.36 eV/A
ΔE to the lowest compared entry with this formula, charge and spin: 2.092 eV
HOMO level: -13.98 eV
total energy: -15808.175 eV
total charge: +1

```
22
Properties=species:S:1:pos:R:3:forces:R:3:lowdin_charge:R:1
C 1.68967 -1.63727 2.04962 1.6 -1.3 1.1 0.16
C 0.84004 -0.85247 1.81938 -2.3 1.1 -1.7 -0.14
C -0.97902 -1.75837 -0.80617 0.5 -1.4 0.4 -0.18
C 1.49914 0.11328 -1.55647 2.4 0.4 2.1 -0.18
C -1.28435 1.35759 -1.31324 -0.6 0.2 0.9 -0.18
C -0.17046 -0.00818 1.17318 0.3 -0.2 0.6 -0.35
N -0.05808 1.32798 1.80594 -4.7 2.1 -1.4 0.18
Si -0.20112 -0.04933 -0.74861 0.9 -0.8 -0.8 0.53
H 2.41754 -2.30941 2.43798 0.1 -0.1 -0.1 0.06
H -0.24752 -2.60791 -0.44407 -1.5 1.8 -0.4 0.09
H -1.99635 -1.87012 -0.34361 1.1 0.2 0.1 0.06
H -1.19952 -2.02079 -1.82184 0.1 -0.2 -0.9 0.02
H 1.53783 -0.22685 -2.56638 -0.3 -0.3 -0.9 0.01
H 1.93000 1.19188 -1.58713 -0.9 -1.7 0.2 0.07
H 2.33784 -0.53799 -1.02336 -1.8 1.3 -0.9 0.08
H -2.33811 1.03702 -1.02429 1.1 1.0 -0.4 0.07
H -0.92808 2.30342 -0.78964 -0.8 -0.9 -0.6 0.04
H -1.21859 1.56357 -2.39478 -0.1 -0.2 0.5 0.05
H -1.23247 -0.30913 1.33894 0.8 0.0 0.4 0.14
H -0.65471 2.02866 1.26056 0.3 -1.2 0.5 0.17
H -0.47864 1.40205 2.71327 -0.1 -0.4 1.1 0.17
H 0.73495 1.86237 1.82074 3.7 0.7 0.1 0.13
```
Positions in Å, forces in eV/Å.